No. 1
The following is a DFT calculation (wB97M-V/def2-TZVPD) of a molecular structure, C31H46IN4O4PS3SbTeTi.

Last column: Löwdin spin population.
Cartesian coordinates (Å):
Ti -1.51 -1.09 1.90  0.072
O -5.45 -2.10 2.21  0.074
C -4.21 -2.00 1.73  0.185
O -3.48 -1.03 2.14  0.083
C -3.63 -2.91 0.83  0.158
C -4.16 -4.05 0.18  0.194
C -3.30 -4.85 -0.55  0.076
C -1.93 -4.59 -0.62  0.229
C -1.44 -3.45 0.08  0.134
N -2.31 -2.60 0.68  0.268
C -0.12 -3.07 0.37  0.233
O 0.96 -3.77 -0.11  0.092
O 0.14 -2.06 1.10  0.145
H -5.38 -1.68 3.12  0.002
H -5.21 -4.29 0.28  0.012
H -3.69 -5.72 -1.06  -0.001
H -1.27 -5.26 -1.16  0.019
H 0.62 -4.54 -0.58  0.001
S -4.62 -1.02 5.13  0.002
Sb -2.27 -1.23 5.26  0.002
S -1.29 0.50 3.73  0.002
S -1.60 -2.90 3.67  0.014
I 5.57 0.13 6.38  0.000
C 3.86 -0.22 5.28  0.000
C 2.69 0.50 5.31  0.000
N 1.87 -0.09 4.43  0.000
N 2.42 -1.14 3.83  0.000
C 3.63 -1.24 4.33  0.000
H 2.40 1.36 5.89  0.000
H 0.88 0.16 4.23  0.000
H 4.30 -2.02 4.01  0.000
C 7.85 -0.65 -3.70  0.000
C 6.64 -0.68 -2.81  0.000
C 6.24 -1.84 -2.17  0.000
C 5.11 -1.88 -1.36  0.010
C 4.70 -3.16 -0.69  0.032
C 4.35 -0.72 -1.18  0.059
Te 2.58 -0.79 0.00  0.730
C 4.74 0.47 -1.82  0.012
C 3.93 1.72 -1.66  0.031
C 5.88 0.47 -2.62  0.001
H 8.42 -1.58 -3.62  0.000
H 8.52 0.17 -3.43  0.000
H 7.58 -0.52 -4.75  0.000
H 6.82 -2.75 -2.30  0.000
H 5.42 -3.96 -0.88  0.002
H 3.71 -3.49 -1.02  0.010
H 4.62 -3.03 0.40  0.010
H 3.67 1.90 -0.61  0.018
H 2.99 1.65 -2.21  0.003
H 4.47 2.59 -2.03  0.002
H 6.17 1.39 -3.10  0.001
C -1.46 3.59 1.39  0.001
C -0.93 3.01 0.08  0.003
C 0.52 2.60 0.36  0.012
C -0.96 4.10 -0.99  0.001
P -1.91 1.43 -0.31  0.009
N -1.40 0.27 0.58  0.028
C -3.75 1.81 -0.06  0.001
C -4.54 0.61 -0.61  0.002
C -4.05 1.91 1.45  0.001
C -4.28 3.08 -0.74  0.000
C -1.62 0.96 -2.13  0.001
C -0.12 1.04 -2.42  0.003
C -2.36 1.79 -3.18  0.000
C -1.99 -0.52 -2.29  0.001
H -0.77 4.38 1.72  0.000
H -1.51 2.84 2.18  0.000
H -2.44 4.05 1.28  0.000
H 1.04 3.44 0.83  0.000
H 1.07 2.33 -0.53  0.006
H 0.55 1.75 1.05  0.007
H -0.43 4.98 -0.60  0.000
H -1.97 4.41 -1.24  0.000
H -0.46 3.81 -1.91  0.000
H -4.12 -0.34 -0.29  0.002
H -4.59 0.62 -1.70  0.000
H -5.56 0.67 -0.23  0.000
H -3.32 1.39 2.08  0.000
H -5.01 1.45 1.67  0.000
H -4.09 2.95 1.78  0.000
H -4.13 3.10 -1.82  0.000
H -3.84 3.98 -0.32  0.000
H -5.35 3.14 -0.55  0.000
H 0.26 2.06 -2.46  0.000
H 0.07 0.58 -3.39  0.000
H 0.45 0.48 -1.67  0.005
H -2.17 2.86 -3.11  0.000
H -3.44 1.63 -3.15  0.000
H -2.02 1.46 -4.17  0.000
H -1.58 -1.12 -1.48  0.001
H -1.57 -0.88 -3.24  0.000
H -3.06 -0.70 -2.33  0.000

The gap between HOMO and LUMO (alpha / beta) is 3.93 / 4.04 eV. Its expectation value of S² is 3.7743. The multiplicity is 4. The net charge is -2. As for the energy above the lowest of the compared OMol25 structures with the same formula, charge and spin: 13.6 kcal/mol. The HOMO energy (alpha / beta) is -0.55 / -1.21 eV.

---

No. 2
The following is a DFT calculation (wB97M-V/def2-TZVPD) of a molecular structure, C31H46N2O6P2Pm at a distorted geometry.

Last column: Löwdin spin population.
Cartesian coordinates (Å):
Pm -1.10 1.28 -0.01  4.083
C 0.80 1.43 2.52  -0.012
C 1.44 1.52 1.25  -0.008
C -0.09 3.28 1.42  -0.015
C -0.07 2.55 2.67  -0.010
C 0.97 2.71 0.61  -0.008
C 1.22 0.42 3.55  -0.002
H 2.33 0.36 3.59  0.000
H 0.87 -0.62 3.35  -0.001
H 0.91 0.67 4.59  0.000
C -0.71 3.01 3.93  -0.001
H -1.82 2.99 3.84  0.000
H -0.42 4.05 4.20  0.000
H -0.43 2.40 4.80  0.000
C -1.07 4.33 1.00  -0.002
H -1.26 5.03 1.83  0.000
H -2.07 3.94 0.70  -0.001
H -0.70 4.95 0.17  0.000
C 1.38 3.16 -0.75  0.001
H 2.40 3.59 -0.73  0.000
H 0.71 3.94 -1.13  0.000
H 1.43 2.36 -1.52  0.000
C 2.64 0.70 0.86  0.000
H 3.60 1.18 1.15  0.000
H 2.70 0.50 -0.23  0.000
H 2.64 -0.29 1.35  0.000
C 0.61 -3.59 -0.22  0.000
C 1.78 -3.98 0.32  0.000
C 3.09 -3.45 -0.19  0.000
C 3.35 -3.80 -1.67  0.000
C 3.44 -2.56 -2.49  0.000
C 2.67 -1.45 -2.28  0.000
C 1.41 -1.38 -1.50  0.000
C 0.56 -2.71 -1.46  0.000
H 3.95 -3.66 0.48  0.000
H 2.54 -4.49 -2.00  0.000
H 3.05 -2.35 -0.16  0.000
H 0.76 -3.26 -2.40  0.000
H -0.34 -3.53 0.38  0.000
H 1.81 -4.66 1.17  0.000
H -0.47 -2.36 -1.58  0.000
H 1.56 -1.02 -0.48  0.000
H 3.07 -0.50 -2.69  0.000
H 0.79 -0.56 -1.96  0.000
H 4.34 -4.28 -1.63  0.000
H 4.16 -2.67 -3.31  0.000
P -1.05 -0.62 -3.69  0.000
P -0.79 2.32 -3.28  -0.003
C -0.95 0.38 -5.32  0.000
C -1.50 1.76 -4.97  -0.001
H -1.54 -0.09 -6.14  0.000
H 0.11 0.44 -5.64  0.000
H -1.22 2.52 -5.72  0.000
H -2.60 1.78 -4.86  0.000
C -1.42 4.04 -3.57  0.000
H -0.94 4.75 -2.87  0.000
H -2.50 4.03 -3.37  0.000
H -1.26 4.37 -4.61  0.000
C 0.92 2.46 -3.96  -0.001
H 0.92 2.70 -5.04  0.000
H 1.49 1.53 -3.84  0.000
H 1.49 3.24 -3.44  0.000
C -2.76 -1.26 -3.97  0.000
H -3.02 -1.88 -3.10  0.000
H -2.85 -1.87 -4.88  0.000
H -3.48 -0.43 -4.02  0.000
C 0.00 -2.02 -4.42  0.000
H 0.12 -1.86 -5.51  0.000
H -0.44 -3.02 -4.21  0.000
H 1.01 -1.98 -3.96  0.000
O -1.12 -0.53 1.42  -0.009
C -1.98 0.10 2.17  0.000
O -2.55 1.17 1.72  -0.007
C -2.23 -0.53 3.57  0.000
C -1.89 0.06 4.80  0.000
C -1.75 -0.73 5.97  0.000
C -2.06 -2.09 5.98  0.000
C -2.46 -2.67 4.77  0.000
C -2.46 -1.90 3.56  0.000
N -2.85 -4.06 4.79  0.000
O -2.95 -4.62 5.91  0.000
O -3.10 -4.67 3.72  0.000
N -1.08 -0.14 7.13  0.000
O -0.34 0.86 6.94  0.000
O -1.25 -0.68 8.24  0.000
H -1.57 1.09 4.85  0.000
H -1.95 -2.69 6.89  0.000
H -2.56 -2.37 2.59  0.000

The gap between HOMO and LUMO (alpha / beta) is 7.05 / 7.04 eV. Its expectation value of S² is 6.0118. The multiplicity is 5. The net charge is +1. As for the energy above the lowest of the compared OMol25 structures with the same formula, charge and spin: 0.0 kcal/mol. The HOMO energy (alpha / beta) is -10.64 / -10.64 eV.

---

Q: multiplicity of number 1 (C31H46IN4O4PS3SbTeTi)?
A: 4

---

Q: The highest net charge belongs to which entry?
A: C31H46N2O6P2Pm

---

Q: What is the formula in the second record?
A: C31H46N2O6P2Pm